Arrangement w

# C16H15N5O3S3TeW

A molecular structure, C16H15N5O3S3TeW (ωB97M-V/def2-TZVPD, the Open Molecules 2025 dataset).

Properties
Spin multiplicity: 3
Molecular weight in g/mol: 733.0
Charge: 0

```
44
Properties=species:S:1:pos:R:3:mulliken_charge:R:1
W -1.23 0.16 -0.95 0.74
N 4.91 -1.50 2.64 -0.54
C 4.13 -1.11 1.57 1.10
C 2.91 -1.74 1.32 -0.87
C 2.15 -1.37 0.22 -0.14
C 2.61 -0.38 -0.63 -0.02
C 3.82 0.26 -0.39 -0.64
C 4.58 -0.11 0.70 -0.75
S 1.62 0.17 -1.96 1.41
O 0.70 -0.92 -2.31 -0.69
O 2.43 0.76 -2.97 -0.69
N 0.61 1.27 -1.28 -0.06
C 0.06 2.29 -2.03 0.32
N 0.71 3.23 -2.69 -0.56
C -0.08 4.11 -3.29 -0.14
C -1.48 4.09 -3.24 -0.75
C -2.07 3.07 -2.53 0.02
N -1.28 2.18 -1.93 0.00
H 4.45 -1.99 3.39 0.22
H 5.62 -0.86 2.94 0.22
H 2.55 -2.51 1.98 0.31
H 1.20 -1.85 0.04 0.35
H 4.16 1.03 -1.07 0.46
H 5.53 0.38 0.88 0.30
H 0.42 4.90 -3.85 0.43
H -2.07 4.85 -3.74 0.37
H -3.14 2.93 -2.43 0.45
S -2.88 -0.37 -2.64 -0.32
C -3.55 0.29 -1.21 0.53
N -4.38 0.68 -0.48 -0.62
C -1.32 -2.97 -0.67 -0.78
O -1.21 -1.61 -0.34 -0.23
H -0.42 -3.29 -1.21 0.28
H -2.19 -3.12 -1.30 0.27
H -1.43 -3.55 0.25 0.27
Te -1.09 1.32 1.46 -0.04
C -2.20 -0.03 2.63 -0.02
C -3.50 -0.44 2.57 -0.29
C -3.81 -1.41 3.56 -0.57
C -2.75 -1.71 4.36 -0.43
S -1.37 -0.80 3.92 -0.15
H -4.21 -0.07 1.84 0.49
H -4.78 -1.86 3.68 0.37
H -2.71 -2.40 5.19 0.38
```



Arrangement x

# C16H15N5O3S3TeW

A molecular structure, C16H15N5O3S3TeW (ωB97M-V/def2-TZVPD, the Open Molecules 2025 dataset).

Properties
Spin multiplicity: 3
Molecular weight in g/mol: 733.0
Charge: 0

```
44
Properties=species:S:1:pos:R:3:mulliken_charge:R:1
W -0.25 -1.44 0.40 0.73
N 1.50 6.44 -2.79 -0.54
C 1.38 5.17 -2.27 1.07
C 1.03 4.98 -0.92 -0.82
C 0.95 3.71 -0.39 -0.28
C 1.23 2.62 -1.19 -0.23
C 1.58 2.78 -2.53 -0.56
C 1.66 4.05 -3.06 -0.78
S 1.10 1.01 -0.55 1.49
O 1.99 0.11 -1.24 -0.71
O 1.21 1.06 0.90 -0.61
N -0.38 0.40 -0.87 -0.32
C -1.47 0.90 -0.17 0.51
N -2.00 2.10 -0.33 -0.50
C -3.11 2.33 0.38 -0.20
C -3.69 1.39 1.21 -0.79
C -3.06 0.17 1.33 0.12
N -1.93 -0.05 0.66 0.14
H 1.04 7.18 -2.30 0.22
H 1.48 6.52 -3.79 0.22
H 0.83 5.85 -0.30 0.28
H 0.69 3.57 0.65 0.50
H 1.80 1.91 -3.13 0.46
H 1.94 4.18 -4.10 0.29
H -3.54 3.32 0.26 0.42
H -4.61 1.60 1.73 0.38
H -3.43 -0.64 1.94 0.37
S -1.48 -2.53 -1.39 -0.37
C -3.06 -2.38 -0.86 0.64
N -4.16 -2.26 -0.53 -0.55
C 2.42 -2.70 1.63 -0.70
O 1.34 -2.19 0.89 -0.47
H 2.12 -2.81 2.67 0.29
H 3.25 -1.99 1.57 0.28
H 2.73 -3.66 1.24 0.28
Te -1.49 -2.90 2.37 0.00
C -0.30 -4.63 2.09 -0.27
C -0.12 -5.32 0.93 0.02
C 0.74 -6.44 1.09 -0.64
C 1.20 -6.57 2.36 -0.40
S 0.59 -5.33 3.37 -0.14
H -0.60 -5.04 0.00 0.40
H 1.01 -7.12 0.28 0.37
H 1.85 -7.33 2.76 0.39
```



It turns out arrangement x is the most stable, with the second structure 6.4 kcal/mol higher.



Arrangement w

# C36H99N9O9

9 unconnected molecules or ions with the total composition C36H99N9O9 (ωB97M-V/def2-TZVPD, the Open Molecules 2025 dataset).

Properties
Molecular weight in g/mol: 802.2
SMILES: COC[C@H](C)N.COC[C@H](C)N.COC[C@H](C)N.COC[C@H](C)N.COC[C@H](C)N.COC[C@H](C)N.COC[C@H](C)N.COC[C@H](C)N.COC[C@H](C)N
Charge: 0

```
153
Properties=species:S:1:pos:R:3:mulliken_charge:R:1
C 2.49 -1.60 3.20 -1.90
C 2.31 -0.10 2.89 2.73
C 2.36 0.81 4.08 -0.73
O 1.27 0.50 4.93 -0.32
C 1.20 1.15 6.14 -0.94
N 3.29 0.29 1.85 -0.24
H 1.54 -2.07 3.46 0.28
H 3.18 -1.80 4.02 0.53
H 2.84 -2.21 2.37 0.46
H 1.38 0.16 2.38 -1.12
H 2.29 1.88 3.89 0.01
H 3.37 0.82 4.50 0.43
H 0.22 1.09 6.61 0.28
H 1.34 2.22 5.99 0.35
H 1.99 0.81 6.80 0.34
H 3.14 1.25 1.56 -0.46
H 4.26 0.28 2.13 0.35
C 4.99 -4.54 -4.85 -1.30
C 3.91 -5.14 -3.95 0.66
C 2.52 -4.42 -4.17 -0.76
O 2.56 -3.02 -4.01 -0.08
C 1.41 -2.26 -4.38 -1.01
N 3.79 -6.61 -4.00 -0.75
H 5.99 -4.95 -4.74 0.43
H 4.98 -3.47 -4.63 0.17
H 4.84 -4.68 -5.92 0.39
H 4.15 -4.98 -2.90 0.02
H 1.79 -4.90 -3.53 0.30
H 2.28 -4.54 -5.23 0.40
H 1.09 -2.72 -5.32 0.40
H 1.64 -1.22 -4.59 0.27
H 0.53 -2.22 -3.73 0.40
H 3.32 -6.97 -4.81 0.26
H 4.72 -6.96 -4.17 0.26
C -1.07 -6.39 1.48 -1.57
C 0.18 -5.51 1.39 0.83
C 0.06 -4.29 2.29 -0.07
O -1.11 -3.56 1.93 -0.43
C -1.18 -2.26 2.43 -0.06
N 1.33 -6.29 1.70 -0.78
H -1.20 -7.02 0.60 0.40
H -2.02 -5.86 1.52 0.32
H -1.09 -6.98 2.39 0.36
H 0.19 -5.16 0.36 0.09
H 1.01 -3.77 2.23 -0.37
H 0.04 -4.47 3.37 0.38
H -1.21 -2.27 3.52 0.39
H -2.05 -1.72 2.04 0.12
H -0.28 -1.72 2.11 -0.20
H 1.36 -6.84 0.85 0.34
H 2.15 -5.70 1.59 0.26
C 8.28 -0.06 -3.04 -1.33
C 7.90 -1.55 -2.71 0.16
C 6.35 -1.67 -2.81 -0.43
O 5.67 -0.86 -1.92 -0.39
C 4.26 -0.97 -1.89 0.04
N 8.59 -2.49 -3.60 -0.70
H 8.02 0.17 -4.08 0.32
H 9.35 0.09 -2.93 0.40
H 7.77 0.64 -2.38 0.31
H 8.24 -1.88 -1.72 0.36
H 6.14 -2.71 -2.57 0.19
H 6.08 -1.33 -3.82 0.30
H 3.77 -0.50 -2.74 0.20
H 3.90 -0.48 -0.99 -0.20
H 3.96 -2.02 -1.84 0.20
H 8.41 -2.20 -4.55 0.26
H 9.59 -2.38 -3.53 0.27
C -9.05 2.86 1.39 -1.44
C -8.31 1.53 1.63 0.52
C -7.08 1.64 2.53 -0.61
O -6.07 2.42 1.96 -0.35
C -5.05 2.50 2.89 -0.53
N -9.36 0.66 2.16 -0.73
H -9.86 2.70 0.67 0.38
H -8.43 3.66 1.00 0.32
H -9.49 3.16 2.34 0.36
H -7.99 1.19 0.64 0.26
H -6.79 0.61 2.74 0.29
H -7.38 2.14 3.45 0.27
H -4.20 3.02 2.45 -0.04
H -4.68 1.52 3.18 0.30
H -5.32 3.02 3.80 0.45
H -8.95 -0.24 2.39 0.23
H -10.07 0.47 1.47 0.27
C 4.36 4.63 1.73 -1.59
C 2.93 4.15 1.31 0.55
C 2.12 5.27 0.57 -0.78
O 1.75 6.27 1.52 -0.29
C 1.11 7.40 1.04 -0.76
N 3.04 3.00 0.52 -0.28
H 4.35 5.52 2.35 0.36
H 4.97 4.90 0.86 0.41
H 4.74 3.86 2.39 0.37
H 2.43 3.86 2.23 -0.21
H 1.17 4.95 0.13 0.44
H 2.71 5.68 -0.25 0.43
H 1.08 8.09 1.88 0.26
H 0.10 7.17 0.69 0.22
H 1.56 7.85 0.15 0.35
H 2.20 2.65 0.07 0.14
H 3.72 3.17 -0.20 0.25
C -2.98 5.99 2.26 -1.09
C -2.67 5.71 3.70 0.66
C -1.61 4.59 3.95 -0.33
O -2.23 3.34 3.92 -0.39
C -1.33 2.26 3.75 -1.02
N -2.31 6.93 4.43 -0.74
H -2.10 6.22 1.66 -0.02
H -3.59 6.88 2.09 0.44
H -3.58 5.22 1.76 0.25
H -3.53 5.25 4.18 0.15
H -1.19 4.63 4.96 0.22
H -0.81 4.68 3.22 0.11
H -1.15 2.18 2.68 0.39
H -1.82 1.30 3.91 0.44
H -0.30 2.34 4.11 0.41
H -1.37 7.27 4.30 0.24
H -2.38 6.70 5.41 0.31
C -6.01 -1.38 -6.69 -1.41
C -4.94 -2.20 -5.94 0.67
C -4.55 -1.52 -4.58 -0.88
O -3.35 -2.15 -4.10 -0.36
C -2.79 -1.53 -2.92 -0.53
N -5.47 -3.47 -5.65 -0.74
H -6.32 -1.96 -7.55 0.34
H -5.72 -0.39 -7.05 0.37
H -6.90 -1.16 -6.10 0.34
H -4.04 -2.22 -6.54 0.23
H -5.36 -1.51 -3.85 0.36
H -4.32 -0.48 -4.80 0.37
H -3.50 -1.28 -2.13 0.29
H -2.24 -0.64 -3.22 0.25
H -2.07 -2.21 -2.46 0.14
H -4.75 -3.91 -5.10 0.27
H -5.60 -4.02 -6.48 0.24
C 0.75 -1.44 -0.75 -0.13
C 0.34 0.01 -0.99 0.82
C -0.75 0.55 -0.07 -0.31
O -1.98 -0.09 -0.31 -0.04
C -3.05 0.34 0.51 -0.89
N 1.55 0.79 -0.92 -0.44
H 1.53 -1.71 -1.46 -0.38
H -0.16 -2.05 -0.83 0.42
H 1.19 -1.59 0.23 -0.22
H -0.09 0.16 -1.98 0.29
H -0.74 1.62 -0.25 0.51
H -0.42 0.39 0.96 -0.54
H -3.89 -0.34 0.43 0.42
H -3.37 1.35 0.27 0.43
H -2.89 0.26 1.59 0.02
H 1.99 0.50 -0.06 -0.04
H 2.22 0.59 -1.65 0.20
```



Arrangement x

# C36H99N9O9

9 unconnected molecules or ions with the total composition C36H99N9O9 (ωB97M-V/def2-TZVPD, the Open Molecules 2025 dataset).

Properties
Molecular weight in g/mol: 802.2
SMILES: COC[C@H](C)N.COC[C@H](C)N.COC[C@H](C)N.COC[C@H](C)N.COC[C@H](C)N.COC[C@H](C)N.COC[C@H](C)N.COC[C@H](C)N.COC[C@H](C)N
Charge: 0

```
153
Properties=species:S:1:pos:R:3:mulliken_charge:R:1
C 12.00 -0.96 2.15 -2.29
C 12.10 -0.76 3.64 2.27
C 11.64 0.64 3.98 -0.90
O 11.64 0.88 5.34 -0.47
C 10.96 2.04 5.83 -0.96
N 11.25 -1.74 4.34 -0.47
H 12.53 -0.23 1.54 0.46
H 10.95 -0.84 1.90 0.51
H 12.42 -1.96 1.99 0.46
H 13.15 -0.80 3.93 -1.17
H 10.69 0.84 3.50 0.49
H 12.27 1.29 3.37 0.26
H 9.88 1.90 5.82 0.32
H 11.18 2.94 5.26 0.29
H 11.40 2.21 6.82 0.33
H 11.39 -1.57 5.32 0.36
H 10.26 -1.56 4.25 0.27
C 25.33 -5.73 -0.25 -1.26
C 24.13 -6.32 -1.06 0.46
C 22.81 -6.52 -0.25 -0.88
O 22.14 -5.44 0.34 -0.29
C 20.96 -5.81 1.05 -0.93
N 23.75 -5.44 -2.15 -0.79
H 26.21 -5.81 -0.89 0.43
H 25.62 -6.30 0.63 0.34
H 25.15 -4.70 0.03 0.19
H 24.44 -7.25 -1.53 0.34
H 23.09 -7.30 0.46 0.30
H 22.08 -6.93 -0.95 0.51
H 21.11 -6.58 1.81 0.38
H 20.18 -6.26 0.44 0.50
H 20.49 -4.97 1.56 0.15
H 23.44 -4.54 -1.83 0.30
H 22.96 -5.84 -2.63 0.28
C 15.06 -3.78 6.40 -1.67
C 16.07 -2.76 5.97 1.06
C 17.39 -3.33 5.29 -0.64
O 18.16 -2.36 4.61 -0.34
C 18.91 -3.02 3.63 -1.10
N 15.42 -1.92 5.00 0.04
H 14.58 -4.23 5.53 0.24
H 14.25 -3.27 6.92 0.42
H 15.43 -4.58 7.03 0.30
H 16.30 -2.15 6.84 0.02
H 16.99 -4.11 4.65 -0.03
H 18.07 -3.83 5.98 0.49
H 19.65 -2.28 3.34 0.26
H 18.36 -3.30 2.73 0.27
H 19.29 -4.01 3.89 0.81
H 14.94 -1.14 5.42 -0.33
H 16.11 -1.43 4.45 -0.05
C 15.65 0.73 8.46 -1.13
C 14.37 1.31 7.92 0.52
C 14.69 2.77 7.39 -0.93
O 13.54 3.50 7.04 -0.21
C 13.78 4.52 6.15 -0.83
N 13.96 0.51 6.85 0.44
H 16.38 0.59 7.67 0.27
H 15.41 -0.29 8.75 -0.12
H 16.15 1.21 9.30 0.51
H 13.63 1.33 8.72 0.37
H 15.43 2.64 6.60 0.34
H 15.04 3.41 8.20 0.40
H 14.48 4.39 5.32 0.33
H 14.08 5.46 6.61 0.34
H 12.83 4.69 5.64 0.25
H 13.89 -0.50 6.95 0.18
H 13.13 0.89 6.43 -0.20
C 15.39 1.19 2.68 -1.24
C 16.08 0.09 1.88 0.23
C 17.57 -0.07 2.36 -0.68
O 18.26 1.08 1.96 -0.47
C 19.68 0.90 2.16 -0.83
N 15.37 -1.20 1.93 -0.68
H 14.38 1.36 2.29 0.27
H 15.89 2.14 2.52 0.58
H 15.15 1.07 3.74 0.10
H 16.10 0.40 0.84 0.58
H 17.84 -0.94 1.78 0.37
H 17.62 -0.20 3.44 0.32
H 20.25 1.77 1.83 0.42
H 20.01 -0.05 1.73 0.33
H 20.02 0.86 3.19 0.30
H 15.41 -1.51 2.89 0.18
H 14.37 -1.06 1.85 0.19
C 16.84 -5.89 2.36 -1.10
C 16.68 -7.34 2.67 0.56
C 15.46 -7.87 1.99 -0.87
O 15.33 -9.30 2.05 -0.46
C 14.41 -9.72 3.04 -0.54
N 17.96 -7.90 2.26 -0.58
H 16.71 -5.58 1.33 0.46
H 17.78 -5.49 2.75 0.02
H 16.12 -5.33 2.96 0.39
H 16.41 -7.41 3.72 0.05
H 15.33 -7.53 0.96 0.42
H 14.64 -7.36 2.50 0.37
H 14.81 -10.51 3.68 0.31
H 13.44 -9.99 2.62 0.28
H 14.27 -8.93 3.77 0.14
H 18.57 -7.95 3.06 0.27
H 17.78 -8.88 2.11 0.29
C 24.49 -3.86 2.35 -1.88
C 24.09 -3.20 3.71 0.85
C 22.72 -2.48 3.78 -0.65
O 22.73 -1.35 2.97 -0.34
C 23.07 -0.16 3.65 -0.75
N 24.16 -4.34 4.68 -0.81
H 23.83 -4.63 1.96 0.53
H 25.47 -4.33 2.31 0.49
H 24.40 -3.14 1.53 0.35
H 24.86 -2.51 4.08 0.28
H 22.46 -2.17 4.79 0.54
H 21.89 -3.12 3.47 -0.04
H 23.90 -0.39 4.31 0.35
H 22.20 0.17 4.22 0.28
H 23.33 0.64 2.96 0.22
H 24.03 -3.93 5.59 0.26
H 25.11 -4.70 4.70 0.26
C 15.35 -3.42 9.90 -1.07
C 14.27 -3.66 10.96 0.56
C 13.97 -2.48 11.88 -0.56
O 12.84 -2.84 12.64 -0.33
C 12.36 -1.73 13.44 -0.77
N 13.14 -4.15 10.29 -0.62
H 15.20 -2.53 9.29 -0.09
H 15.50 -4.24 9.19 0.25
H 16.36 -3.30 10.31 0.49
H 14.54 -4.57 11.50 0.22
H 13.89 -1.62 11.21 0.22
H 14.79 -2.21 12.53 0.42
H 11.49 -2.14 13.95 0.26
H 12.03 -0.96 12.75 0.33
H 13.06 -1.29 14.14 0.28
H 13.25 -5.11 10.00 0.13
H 12.32 -4.13 10.88 0.25
C 11.79 -5.36 5.07 -0.92
C 10.65 -6.39 5.50 0.37
C 10.83 -6.75 7.01 -0.76
O 12.11 -7.27 7.34 -0.24
C 12.23 -7.80 8.64 -0.89
N 9.32 -5.75 5.31 -0.73
H 11.59 -4.30 5.23 0.11
H 11.64 -5.42 3.99 0.35
H 12.82 -5.63 5.28 0.28
H 10.71 -7.32 4.94 0.25
H 10.03 -7.44 7.27 0.40
H 10.65 -5.84 7.58 0.31
H 13.24 -7.66 9.03 0.26
H 12.03 -8.87 8.75 0.31
H 11.49 -7.41 9.34 0.36
H 9.16 -5.19 4.48 0.29
H 9.16 -5.08 6.04 0.25
```



It turns out arrangement w is the most stable, with the second structure 36.9 kcal/mol higher.



Arrangement w

# C4H8O

C4H8O in the gas phase (ωB97M-V/def2-TZVPD, the Open Molecules 2025 dataset).

Properties
Molecular weight in g/mol: 72.1
SMILES: C/C=C/OC
Charge: 0

```
13
Properties=species:S:1:pos:R:3:mulliken_charge:R:1
C 1.27 -1.71 -0.56 -0.73
C -0.29 0.63 -0.09 -0.04
C -0.96 1.88 0.41 -1.12
C -0.58 -0.58 0.39 -0.05
O 0.03 -1.76 0.12 -0.36
H 1.82 -0.80 -0.31 0.33
H 1.84 -2.58 -0.22 0.23
H 1.14 -1.76 -1.65 0.29
H 0.46 0.75 -0.86 0.29
H -1.49 2.41 -0.38 0.28
H -0.20 2.57 0.81 0.27
H -1.66 1.66 1.22 0.31
H -1.37 -0.73 1.12 0.30
```



Arrangement x

# C4H8O

C4H8O in the gas phase (ωB97M-V/def2-TZVPD, the Open Molecules 2025 dataset).

Properties
Molecular weight in g/mol: 72.1
SMILES: CCCC=O
Charge: 0

```
13
Properties=species:S:1:pos:R:3:mulliken_charge:R:1
C 1.58 -0.05 -0.52 -1.15
C 0.12 -0.46 -0.41 -0.28
C -0.59 -0.29 0.96 -0.48
C -1.59 0.65 0.35 -0.07
O -2.63 0.34 -0.19 -0.50
H 2.30 -0.69 0.00 0.32
H 1.68 0.96 -0.11 0.31
H 1.83 -0.02 -1.58 0.33
H -0.41 0.27 -1.05 0.24
H -0.12 -1.43 -0.85 0.35
H -1.05 -1.18 1.40 0.32
H 0.04 0.22 1.70 0.26
H -1.15 1.67 0.30 0.35
```



It turns out arrangement x is the most stable, with the second structure 2.3 kcal/mol higher.



Arrangement w

# C4H8O

2 unconnected molecules or ions with the total composition C4H8O (ωB97M-V/def2-TZVPD, the Open Molecules 2025 dataset).

Properties
Molecular weight in g/mol: 72.1
Charge: 0

```
13
Properties=species:S:1:pos:R:3:mulliken_charge:R:1
C -0.63 1.50 0.95 -0.09
C -0.17 0.41 -1.35 -0.85
C 0.78 -0.73 0.66 -1.11
C -0.10 0.37 0.11 0.32
O -1.05 2.51 0.42 -0.49
H -0.47 1.60 2.04 0.35
H -0.12 1.53 -1.64 0.29
H -1.28 0.15 -1.65 0.22
H 0.49 -0.10 -2.04 0.37
H 1.75 -0.39 0.41 0.37
H 0.63 -1.76 0.15 0.28
H 0.52 -0.92 1.82 0.30
H -2.06 -0.33 0.53 0.05
```



Arrangement x

# C4H8O

C4H8O in the gas phase (ωB97M-V/def2-TZVPD, the Open Molecules 2025 dataset).

Properties
Molecular weight in g/mol: 72.1
SMILES: OCC1CC1
Charge: 0

```
13
Properties=species:S:1:pos:R:3:mulliken_charge:R:1
O -2.34 -0.63 0.08 -0.53
C -0.95 -0.92 0.14 -0.55
C -0.12 0.31 -0.20 0.12
C 1.23 0.26 -0.84 -0.63
C 1.10 0.73 0.57 -0.64
H -2.52 0.07 0.72 0.31
H -0.79 -1.73 -0.59 0.28
H -0.68 -1.32 1.14 0.28
H -0.77 1.11 -0.55 0.38
H 1.69 -0.72 -1.01 0.25
H 1.45 0.99 -1.62 0.25
H 1.47 0.07 1.36 0.24
H 1.24 1.79 0.78 0.24
```



Arrangement y

# C4H8O

C4H8O in the gas phase (ωB97M-V/def2-TZVPD, the Open Molecules 2025 dataset).

Properties
Molecular weight in g/mol: 72.1
SMILES: CC(C)C=O
Charge: 0

```
13
Properties=species:S:1:pos:R:3:mulliken_charge:R:1
C -0.13 -0.12 1.50 -1.25
C 0.15 -0.38 -0.02 0.24
C 0.97 0.96 -1.02 -0.88
C -1.11 -0.66 -0.75 -0.13
O -1.38 -0.13 -1.80 -0.46
H 0.78 -0.13 2.13 0.34
H -0.63 0.84 1.66 0.34
H -0.79 -0.89 1.94 0.36
H 0.77 -1.31 -0.02 0.23
H 1.23 0.67 -2.06 0.24
H 1.52 0.65 -0.19 0.38
H 0.40 1.90 -1.08 0.25
H -1.80 -1.39 -0.29 0.33
```



Arrangement z

# C4H8O

C4H8O in the gas phase (ωB97M-V/def2-TZVPD, the Open Molecules 2025 dataset).

Properties
Molecular weight in g/mol: 72.1
Charge: 0

```
13
Properties=species:S:1:pos:R:3:mulliken_charge:R:1
O -1.03 -0.56 -0.34 -0.39
C -0.17 -1.91 -1.04 -0.64
C -0.20 0.60 -0.24 -0.03
C 1.12 0.49 0.43 -0.44
C -0.01 1.25 1.09 -0.63
H -1.16 -0.91 0.55 0.45
H -0.06 -1.44 -2.03 0.14
H -1.11 -2.50 -1.18 0.17
H -0.33 1.20 -1.14 0.40
H 1.36 -0.50 0.80 0.27
H 1.96 1.04 0.02 0.25
H -0.49 0.80 1.96 0.22
H 0.03 2.33 1.13 0.23
```



It turns out arrangement x is the most stable, with the second structure 32.3 kcal/mol higher.